Formula: C30H45CeNO4P2
Source: the Open Molecules 2025 dataset
Level of theory: ωB97M-V/def2-TZVPD

Geometry as XYZ:
```
83
Properties=species:S:1:pos:R:3
Ce -2.637 -0.454 -0.357
C -3.701 -1.009 1.751
C -2.939 0.190 1.955
C -4.609 0.634 0.388
C -4.713 -0.756 0.759
C -3.516 1.215 1.131
C -3.396 -2.325 2.387
H -3.152 -2.195 3.449
H -2.529 -2.820 1.922
H -4.253 -3.001 2.300
C -5.498 -1.813 0.041
H -5.775 -2.603 0.752
H -4.927 -2.304 -0.779
H -6.401 -1.378 -0.413
C -5.243 1.230 -0.820
H -6.238 0.804 -0.962
H -4.666 1.043 -1.749
H -5.339 2.309 -0.698
C -2.946 2.574 0.911
H -3.585 3.349 1.348
H -2.864 2.801 -0.161
H -1.965 2.674 1.381
C -1.713 0.299 2.811
H -1.950 0.416 3.879
H -1.103 1.161 2.521
H -1.094 -0.605 2.735
C 2.318 -0.812 -0.918
C 2.260 -1.164 0.367
C 1.965 -0.316 1.563
C 2.403 1.152 1.400
C 1.473 2.144 0.806
C 1.347 2.453 -0.511
C 1.537 1.545 -1.685
C 2.658 0.501 -1.544
H 2.547 -0.709 2.417
H 3.355 1.120 0.801
H 0.901 -0.388 1.855
H 3.531 0.990 -1.040
H 2.182 -1.613 -1.652
H 2.227 -2.236 0.585
H 3.012 0.281 -2.562
H 0.596 1.025 -1.947
H 0.804 3.380 -0.765
H 1.776 2.180 -2.561
H 2.717 1.518 2.396
H 0.954 2.788 1.535
P 4.902 1.995 -0.124
C 6.077 1.168 -1.217
C 5.746 2.094 1.467
P 3.209 4.582 -0.015
C 4.668 3.671 -0.774
C 4.117 5.267 1.445
C 3.459 6.112 -1.016
H 5.829 1.364 -2.269
H 6.028 0.084 -1.027
H 7.076 1.560 -0.978
H 6.754 2.487 1.265
H 5.816 1.079 1.887
H 5.230 2.739 2.186
H 4.491 6.470 -0.899
H 2.763 6.875 -0.653
H 3.251 5.901 -2.070
H 4.516 3.626 -1.870
H 5.604 4.221 -0.559
H 3.553 6.143 1.789
H 5.122 5.589 1.141
H 4.174 4.547 2.266
O -0.140 -3.250 -2.124
C -1.209 -3.326 -1.545
O -1.785 -2.323 -0.869
C -2.044 -4.578 -1.511
C -2.933 -4.851 -0.448
C -3.767 -5.958 -0.479
C -3.667 -6.851 -1.571
C -2.740 -6.620 -2.602
C -1.901 -5.515 -2.549
N -4.625 -7.896 -1.714
O -5.498 -8.027 -0.824
O -4.585 -8.625 -2.733
H -2.974 -4.174 0.415
H -4.497 -6.158 0.308
H -2.693 -7.326 -3.430
H -1.141 -5.369 -3.317
```

Summary:
multiplicity	2
total charge	+1
E_tot	-2683.2460	Ha
HOMO energy (alpha / beta)	-9.05 / -9.05	eV
LUMO energy (alpha / beta)	-3.5 / -3.5	eV

Here are the Mulliken charges for atoms 1 to 2, given in e: Ce 0.899; C 0.679